DFT (ωB97M-V with the def2-TZVPD basis set) results for a structure of composition C17H26AgBClF8IO4 in a non-equilibrium geometry.

Last column: Löwdin charge in e.
Geometry (Å):
1 C 3.8417 -2.7193 1.5895  -0.041
2 C 4.5936 -2.7028 0.2806  -0.229
3 O 5.5379 -1.6177 0.1655  -0.283
4 C 4.9947 -0.3149 0.4326  -0.160
5 C 3.8352 0.0253 -0.4858  -0.163
6 O 3.4386 1.3478 -0.2580  -0.052
7 C 2.5297 1.5179 0.7547  -0.050
8 B 0.8559 1.5336 0.1776  -0.481
9 C 0.5399 -0.1238 0.3869  -0.083
10 C 0.0583 -0.8355 -0.8638  -0.336
11 C 0.0403 -2.3525 -0.5702  -0.638
12 I -1.4981 -3.3225 -1.7099  0.823
13 C 0.0657 2.4996 1.1915  -0.084
14 C -1.4396 2.5267 1.0023  -0.197
15 O -1.8453 1.3997 0.2415  -0.169
16 C -3.2307 1.3092 0.0328  -0.079
17 C -3.6856 0.0403 0.7354  -0.402
18 F -3.0767 -1.0466 0.2102  0.081
19 F -3.2780 0.1332 2.0311  0.131
20 C -5.2160 -0.1864 0.7713  -0.346
21 F -5.5007 -0.9638 1.8422  0.154
22 F -5.8212 1.0091 0.9475  0.155
23 C -5.8097 -0.9098 -0.4690  -0.367
24 F -5.6788 -2.2460 -0.3132  0.149
25 F -7.1322 -0.6057 -0.5010  0.151
26 C -5.2133 -0.5116 -1.8222  -0.304
27 F -5.5127 0.7829 -2.0607  0.109
28 F -5.7977 -1.2779 -2.7658  0.115
29 C 0.9157 2.0856 -1.3507  -0.088
30 C -0.3995 2.5184 -1.9293  -0.736
31 O -0.9047 3.6067 -1.7046  0.034
32 Cl -1.2568 1.4121 -3.0476  0.700
33 H 4.5352 -2.5455 2.4046  0.089
34 H 3.3085 -3.6457 1.7276  0.098
35 H 3.1220 -1.9116 1.6380  0.061
36 H 3.9064 -2.6753 -0.5547  0.119
37 H 5.1392 -3.6295 0.1767  0.119
38 H 4.7563 -0.1730 1.4802  0.128
39 H 5.7781 0.3930 0.1942  0.132
40 H 4.2096 -0.0292 -1.5012  0.152
41 H 3.0157 -0.6805 -0.4156  0.110
42 H 2.6303 2.5286 1.1346  0.145
43 H 2.6542 0.8226 1.5781  0.120
44 H -0.2569 -0.1358 1.1236  0.120
45 H 1.3597 -0.6787 0.8392  0.066
46 H 0.7024 -0.6961 -1.7186  0.098
47 H -0.9534 -0.5293 -1.0597  0.031
48 H -0.1187 -2.5691 0.4733  0.044
49 H 0.9687 -2.7951 -0.9028  0.020
50 H 0.4343 3.5138 1.0658  0.116
51 H 0.3009 2.2407 2.2213  0.110
52 H -1.7543 3.4391 0.5082  0.118
53 H -1.9456 2.5168 1.9652  0.130
54 H -3.7539 2.1651 0.4358  0.150
55 H -3.3892 1.2457 -1.0369  0.109
56 H -4.1392 -0.6575 -1.8802  0.146
57 H 1.4159 1.4185 -2.0453  0.096
58 H 1.5028 2.9969 -1.3406  0.127
59 Ag 7.6212 -1.9402 0.5478  0.936

Its total charge is +1. As for the HOMO energy (alpha / beta): -11.268 / -11.275 eV. As for the LUMO energy (alpha / beta): -6.16 / -6.16 eV. For the HOMO-LUMO gap (alpha / beta), the calculation gives 5.11 / 5.12 eV. Its spin multiplicity is 2. The expectation value of S² is 0.753.

=====

DFT (ωB97M-V with the def2-TZVPD basis set) results for a structure of composition C17H26AsN2O4RbS4 in a non-equilibrium geometry.

Last column: Löwdin charge in e.
Geometry (Å):
1 Rb 1.1964 -1.0793 0.9442  0.687
2 C 1.3395 -4.3539 2.7585  -0.141
3 O 1.7956 -2.9964 2.8625  -0.347
4 C 3.2101 -2.8931 3.1188  -0.237
5 C 3.4037 -1.7742 4.1088  -0.224
6 O 2.9435 -0.6233 3.4913  -0.180
7 C 3.2541 0.6451 4.0837  -0.163
8 C 2.9948 1.6892 3.0003  -0.200
9 O 1.7493 1.3181 2.4172  -0.294
10 C 1.1708 2.4420 1.7234  -0.098
11 H 0.5594 -4.5415 1.9069  0.000
12 H 2.1991 -4.9579 2.4091  0.086
13 H 0.9293 -4.6465 3.7062  0.056
14 H 3.6556 -3.8636 3.4003  0.126
15 H 3.6612 -2.6640 2.1233  0.030
16 H 2.8305 -1.9918 5.0152  0.124
17 H 4.4806 -1.7174 4.3952  0.131
18 H 2.5000 0.8057 4.9131  0.140
19 H 4.2566 0.7547 4.4950  0.118
20 H 2.8211 2.6779 3.4611  0.121
21 H 3.7673 1.7261 2.2134  0.141
22 H 0.6000 3.1531 2.3783  0.097
23 H 2.0177 3.0703 1.3004  0.105
24 H 0.5122 2.0769 0.9552  0.051
25 S 3.6726 -3.1681 -0.4446  -0.305
26 As 1.9242 -3.6616 -1.7287  -0.551
27 S 0.1547 -4.3242 -0.5499  -0.276
28 S 1.5043 -1.5996 -2.5833  -0.382
29 S 2.3787 -5.1339 -3.2786  -0.409
30 C -4.7919 1.3541 -2.6296  -0.069
31 N -3.6205 0.5901 -2.5498  -0.118
32 N -2.5873 1.0757 -1.6744  0.045
33 C -1.7651 -0.0151 -1.2470  -0.375
34 O -0.7729 0.0820 -0.5254  -0.122
35 C -2.4008 -1.2398 -1.8353  0.106
36 C -3.5309 -0.8217 -2.5711  -0.231
37 C -4.4919 -1.5863 -3.3845  -0.046
38 C -1.9665 2.2762 -1.9749  -0.245
39 C -1.7946 2.6999 -3.2857  -0.022
40 C -1.0631 3.8292 -3.5678  -0.080
41 C -0.4208 4.5496 -2.5090  -0.094
42 C -0.4673 4.0159 -1.2342  -0.087
43 C -1.4401 3.0497 -0.9756  -0.033
44 H -5.6619 0.7197 -2.7305  0.072
45 H -4.7817 1.9275 -3.5961  0.092
46 H -4.9286 2.0277 -1.7768  0.097
47 H -2.0186 -2.2971 -1.7719  0.103
48 H -5.4875 -1.6175 -2.9912  0.061
49 H -4.0358 -2.5566 -3.5586  0.089
50 H -4.6717 -1.2994 -4.4595  0.100
51 H -2.2623 2.0814 -4.0194  0.108
52 H -0.9676 4.1502 -4.6261  0.106
53 H -0.0532 5.5589 -2.7851  0.100
54 H 0.2054 4.2870 -0.4034  0.102
55 H -1.7057 2.7902 0.0864  0.135

Its total charge is -2. As for the HOMO energy: 0.528 eV. As for the LUMO energy: 3.29 eV. For the HOMO-LUMO gap, the calculation gives 2.77 eV. The relative energy (zero: lowest compared OMol25 entry of this formula, charge and spin) comes out at 1.002 eV.

=====

DFT (ωB97M-V with the def2-TZVPD basis set) results for a structure of composition C17H26AuF6N3OPSSb in a non-equilibrium geometry.

Last column: Löwdin charge in e.
Geometry (Å):
1 Au -0.6208 -0.4664 0.0765  0.863
2 O 0.8473 -0.8172 2.1431  -0.090
3 N 2.0727 -0.9908 1.9199  -0.186
4 C 2.9860 -0.7284 2.8949  0.027
5 C 4.3044 -0.9903 2.6795  0.051
6 C 4.7402 -1.5281 1.4453  0.041
7 C 3.8353 -1.7495 0.4475  -0.044
8 C 2.4691 -1.4551 0.6471  -0.564
9 S 1.3830 -1.6178 -0.6250  0.876
10 H 2.5769 -0.3080 3.8044  0.165
11 H 5.0079 -0.7796 3.4742  0.147
12 H 5.7888 -1.7477 1.2897  0.148
13 H 4.1375 -2.1325 -0.5179  0.133
14 N -3.5748 3.2827 -2.4439  0.076
15 C -2.0915 3.1340 -2.6361  -0.073
16 C -1.6727 1.6940 -2.3644  -0.162
17 N -2.0992 1.2563 -1.0312  -0.105
18 C -3.5470 1.3793 -0.8690  -0.161
19 C -3.9990 2.8217 -1.0812  -0.072
20 H -4.0747 2.7488 -3.1648  0.194
21 H -3.8443 4.2644 -2.5779  0.201
22 H -1.6129 3.8175 -1.9303  0.128
23 H -1.8478 3.4333 -3.6554  0.154
24 H -0.5892 1.6468 -2.4403  0.120
25 H -2.1016 1.0151 -3.1059  0.139
26 H -1.6326 1.8127 -0.3105  0.035
27 H -3.8404 1.0756 0.1354  0.125
28 H -4.0379 0.7140 -1.5849  0.136
29 H -3.5170 3.4894 -0.3625  0.147
30 H -5.0814 2.9277 -1.0020  0.151
31 C -0.9072 -3.4299 1.5744  -0.177
32 P -1.8965 -1.9979 1.1483  0.845
33 C -2.3846 -1.1388 2.6378  -0.174
34 C -3.2354 -2.4547 0.1068  -0.380
35 C -4.5610 -2.2391 0.5237  -0.061
36 C -5.6004 -2.7566 -0.2370  -0.025
37 C -5.3255 -3.4251 -1.4235  -0.002
38 C -4.0158 -3.6158 -1.8565  -0.024
39 C -2.9658 -3.1228 -1.1023  -0.072
40 H -0.5036 -3.9143 0.6858  0.065
41 H -1.5880 -4.1203 2.0853  0.095
42 H -0.1022 -3.1388 2.2459  0.058
43 H -2.8609 -1.8721 3.2977  0.099
44 H -3.0625 -0.3127 2.4301  0.066
45 H -1.4921 -0.7397 3.1236  0.062
46 H -4.7807 -1.7135 1.4428  0.110
47 H -6.6221 -2.6521 0.1020  0.131
48 H -6.1430 -3.8113 -2.0167  0.134
49 H -3.8217 -4.1573 -2.7711  0.130
50 H -1.9467 -3.2628 -1.4410  0.109
51 F -0.7313 1.5589 1.5723  -0.413
52 Sb 0.7555 2.7120 0.9541  1.521
53 F 0.4610 1.4314 -0.5873  -0.460
54 F -0.7085 3.5941 0.0961  -0.339
55 F 0.9101 3.0997 2.7630  -0.296
56 F 1.7653 4.1244 0.3127  -0.286
57 F 2.2976 1.6261 1.0518  -0.315

Its total charge is +3. As for the HOMO energy (alpha / beta): -17.975 / -17.956 eV. As for the LUMO energy (alpha / beta): -12.07 / -12.06 eV. For the HOMO-LUMO gap (alpha / beta), the calculation gives 5.90 / 5.89 eV. Its spin multiplicity is 2. The relative energy (zero: lowest compared OMol25 entry of this formula, charge and spin) comes out at 1.045 eV. The expectation value of S² is 0.789.

=====

DFT (ωB97M-V with the def2-TZVPD basis set) results for a structure of composition C17H26Cl2CrN3O2S in a non-equilibrium geometry.

Last column: Löwdin charge in e.
Geometry (Å):
1 Cr 0.3116 0.3796 0.2833  0.477
2 C -2.7732 1.2183 -0.6501  -0.243
3 C -2.2375 2.2775 0.3041  -0.187
4 N -1.1801 1.7728 1.1844  -0.135
5 C -1.6050 1.1602 2.4491  -0.293
6 C -2.0617 -0.2771 2.2685  -0.598
7 S -0.7751 -1.3040 1.5162  0.563
8 C -2.8859 -1.8204 -1.0153  -0.196
9 C -2.2524 -0.8177 -1.8877  -0.379
10 N -1.6983 0.4172 -1.1843  -0.121
11 H -3.3612 1.7304 -1.4402  0.115
12 H -3.4549 0.5335 -0.1430  0.094
13 H -3.0700 2.7079 0.8824  0.115
14 H -1.7954 3.0884 -0.2829  0.112
15 H -0.4872 2.4923 1.3498  0.104
16 H -2.3959 1.7642 2.9262  0.109
17 H -0.7296 1.1617 3.1034  0.098
18 H -2.9687 -0.3321 1.6711  0.038
19 H -2.3054 -0.6712 3.2606  0.057
20 H -3.8902 -1.6562 -0.6639  -0.049
21 H -2.5768 -2.8463 -1.0751  -0.044
22 H -2.9757 -0.4257 -2.6514  0.071
23 H -1.4046 -1.2366 -2.4380  0.079
24 H -1.1967 0.9351 -1.9082  0.088
25 Cl 3.7151 -0.1306 -6.1390  0.626
26 C 2.8522 -0.3034 -4.6347  -0.681
27 C 2.5189 -1.5871 -4.2050  -0.127
28 C 1.8466 -1.7394 -3.0161  -0.565
29 Cl 1.4339 -3.3275 -2.4776  0.725
30 C 1.4745 -0.6354 -2.1866  -0.361
31 O 0.8661 -0.8537 -1.0958  -0.163
32 C 1.8035 0.6683 -2.6885  -0.125
33 C 1.4172 1.8554 -2.0137  -0.164
34 O 0.7481 1.9398 -0.9593  -0.092
35 C 2.5089 0.8024 -3.9088  -0.072
36 H 2.7824 -2.4496 -4.7940  0.101
37 H 1.7261 2.8047 -2.4828  0.136
38 H 2.7682 1.7895 -4.2640  0.108
39 C 2.8104 0.7864 3.3357  -0.047
40 C 2.6757 1.1480 1.8461  -0.681
41 C 3.7309 0.4047 1.0272  -0.037
42 C 2.8324 2.6596 1.6551  -0.045
43 N 1.3707 0.7711 1.4011  -0.117
44 H 3.7980 1.0606 3.7171  0.078
45 H 2.6641 -0.2818 3.4746  0.083
46 H 2.0551 1.3108 3.9200  0.074
47 H 4.7366 0.6654 1.3610  0.080
48 H 3.6336 0.6561 -0.0271  0.076
49 H 3.5931 -0.6691 1.1259  0.090
50 H 3.8579 2.9687 1.8584  0.079
51 H 2.1722 3.2005 2.3313  0.078
52 H 2.5739 2.9346 0.6357  0.067

Its total charge is -1. As for the HOMO energy (alpha / beta): -0.838 / -0.860 eV. As for the LUMO energy (alpha / beta): 1.90 / 1.91 eV. For the HOMO-LUMO gap (alpha / beta), the calculation gives 2.73 / 2.77 eV.

=====

Q: Which calculated total energy values were calculated for the entries above? A: -73268.48505, -134054.02446, -71201.35479, -90916.14883, in eV.